Entry 1:
The following is a DFT calculation (wB97M-V/def2-TZVPD) of a structure of composition C21H20Cl2CoN6O2.

Positions of all 52 atoms, in Å:
Co  -0.257  -0.406  -0.273
Cl  -6.872  0.913  0.466
C  -5.245  0.915  -0.149
C  -4.230  0.420  0.656
C  -2.926  0.386  0.187
N  -1.816  -0.180  0.871
C  -1.758  -0.086  2.214
O  -2.467  0.621  2.925
C  -0.731  -0.955  2.952
C  -0.756  -0.902  4.341
C  0.085  -1.725  5.070
C  0.919  -2.597  4.388
C  0.892  -2.573  3.006
N  0.104  -1.763  2.288
C  -2.634  0.872  -1.070
C  -3.641  1.382  -1.873
C  -4.951  1.395  -1.417
Cl  -6.192  2.013  -2.466
N  -1.277  0.709  -1.454
C  -0.696  1.569  -2.315
O  -1.111  2.668  -2.661
C  0.553  1.050  -3.009
C  1.156  1.852  -3.967
C  2.208  1.339  -4.705
C  2.596  0.025  -4.488
C  1.942  -0.694  -3.505
N  0.958  -0.194  -2.751
H  -4.461  0.067  1.650
H  -1.451  -0.215  4.805
H  0.086  -1.693  6.154
H  1.576  -3.282  4.911
H  1.531  -3.256  2.449
H  -3.408  1.774  -2.853
H  0.763  2.849  -4.112
H  2.708  1.946  -5.451
H  3.387  -0.436  -5.066
H  2.222  -1.729  -3.325
N  0.884  1.168  0.707
C  2.351  1.211  0.562
C  2.978  -0.092  1.052
C  2.906  -1.239  0.056
N  1.522  -1.760  -0.093
H  0.457  2.023  0.369
H  0.647  1.107  1.692
H  2.778  2.048  1.113
H  2.580  1.365  -0.494
H  2.490  -0.394  1.987
H  4.029  0.090  1.284
H  3.587  -2.034  0.361
H  3.244  -0.879  -0.909
H  1.266  -2.270  0.750
H  1.472  -2.424  -0.857

The calculation puts the total energy at -97810.328 eV. As for the multiplicity: 2. The largest force on an atom comes out at 0.93 eV/A. As for the expectation value of S²: 0.7672.

Entry 2:
The following is a DFT calculation (wB97M-V/def2-TZVPD) of a structure of composition C21H20Cl2GeN3O2Pt.

Positions of all 50 atoms, in Å:
Pt  -1.321  0.684  1.365
Cl  -3.435  -1.724  7.915
C  -3.243  -1.082  6.323
C  -4.338  -1.059  5.455
C  -4.204  -0.569  4.177
Cl  -5.569  -0.560  3.126
C  -2.965  -0.094  3.692
O  -2.935  0.312  2.442
C  -1.886  -0.074  4.602
C  -0.602  0.507  4.325
O  -0.238  1.133  3.323
C  -2.037  -0.593  5.906
H  -5.298  -1.431  5.785
H  0.143  0.377  5.122
H  -1.192  -0.583  6.581
C  -1.962  -3.338  -1.569
Ge  -1.114  -1.621  -1.256
C  0.812  -1.833  -0.997
C  -1.641  -0.343  -2.644
C  -1.837  -0.821  0.424
H  -1.534  -3.785  -2.467
H  -3.035  -3.227  -1.723
H  -1.794  -4.021  -0.737
H  1.331  -1.779  -1.954
H  1.009  -2.814  -0.564
H  1.231  -1.085  -0.326
H  -0.938  -0.379  -3.477
H  -1.718  0.677  -2.271
H  -2.624  -0.616  -3.028
H  -2.659  -1.324  0.945
N  5.352  1.327  -6.979
C  4.776  1.382  -5.988
C  4.052  1.450  -4.748
C  2.784  0.885  -4.653
C  2.091  0.939  -3.458
C  2.663  1.569  -2.362
C  3.921  2.145  -2.450
C  4.619  2.079  -3.643
N  1.954  1.622  -1.120
C  2.512  1.770  0.137
C  1.491  1.717  1.020
N  0.301  1.541  0.327
C  0.635  1.463  -0.953
H  2.350  0.395  -5.513
H  1.116  0.478  -3.389
H  4.357  2.663  -1.608
H  5.602  2.521  -3.722
H  3.566  1.905  0.289
H  1.511  1.822  2.089
H  -0.060  1.392  -1.769

The calculation puts the total energy at -115466.159 eV. As for the multiplicity: 1. The net charge is +1. For the relative energy (zero: lowest compared OMol25 entry of this formula, charge and spin), the calculation gives 0.0 kcal/mol. The largest force on an atom comes out at 1.21 eV/A.

Entry 3:
The following is a DFT calculation (wB97M-V/def2-TZVPD) of an isolated molecule of C21H20ClN3OS.

Positions of all 47 atoms, in Å:
C  3.153  5.882  4.079
H  4.013  6.361  4.544
O  3.570  4.579  3.757
C  2.682  3.749  3.134
C  1.374  4.079  2.804
C  0.557  3.159  2.170
C  1.034  1.897  1.841
C  2.342  1.561  2.192
C  3.155  2.472  2.827
H  4.168  2.220  3.097
H  2.716  0.574  1.959
N  0.253  0.911  1.236
C  -0.774  1.063  0.366
N  -1.499  -0.068  0.118
C  -2.294  -0.191  -1.085
C  -1.578  -1.028  -2.112
C  -2.116  -2.188  -2.658
C  -1.403  -2.959  -3.563
C  -0.125  -2.579  -3.929
C  0.428  -1.424  -3.402
C  -0.296  -0.659  -2.509
H  0.129  0.246  -2.102
H  1.422  -1.118  -3.690
H  0.432  -3.182  -4.629
H  -1.849  -3.854  -3.969
Cl  -3.705  -2.725  -2.209
H  -3.264  -0.627  -0.833
H  -2.451  0.822  -1.470
C  -1.338  -1.282  0.895
C  -0.234  -2.169  0.369
N  0.999  -1.683  0.468
C  2.008  -2.373  -0.033
C  1.846  -3.598  -0.660
C  0.566  -4.124  -0.742
C  -0.492  -3.403  -0.216
H  -1.500  -3.784  -0.263
H  0.394  -5.081  -1.212
H  2.695  -4.124  -1.065
H  2.983  -1.918  0.076
H  -2.287  -1.822  0.861
H  -1.131  -1.006  1.934
S  -1.164  2.495  -0.374
H  0.688  -0.017  1.222
H  -0.456  3.434  1.929
H  0.969  5.050  3.037
H  2.865  6.445  3.184
H  2.317  5.875  4.786

The calculation puts the total energy at -51977.492 eV. As for the multiplicity: 1. For the relative energy (zero: lowest compared OMol25 entry of this formula, charge and spin), the calculation gives 0.0 kcal/mol. The largest force on an atom comes out at 0.74 eV/A. Its SMILES is COc1ccc(NC(=S)N(Cc2ccccn2)Cc2ccccc2Cl)cc1.

Entry 4:
The following is a DFT calculation (wB97M-V/def2-TZVPD) of a structure of composition C21H20CuN5O3S.

Positions of all 51 atoms, in Å:
Cu  0.178  -0.035  -0.009
N  -3.893  -5.806  -1.021
C  -4.922  -6.656  -0.658
C  -5.523  -7.736  -1.304
C  -6.546  -8.363  -0.624
C  -6.961  -7.932  0.652
C  -6.361  -6.861  1.276
C  -5.321  -6.214  0.603
N  -4.562  -5.119  0.995
C  -3.744  -4.914  0.008
C  -2.747  -3.826  0.003
C  -1.768  -3.692  -0.972
C  -0.875  -2.640  -0.891
N  -0.915  -1.724  0.080
C  -1.869  -1.857  1.014
C  -2.785  -2.885  1.022
H  -3.405  -5.805  -1.898
H  -5.212  -8.066  -2.287
H  -7.047  -9.204  -1.084
H  -7.774  -8.451  1.143
H  -6.680  -6.516  2.250
H  -1.675  -4.386  -1.797
H  -0.104  -2.516  -1.641
H  -1.908  -1.085  1.773
H  -3.547  -2.947  1.785
C  5.138  1.790  0.231
C  4.690  0.346  -0.007
C  3.225  0.216  -0.016
N  2.083  0.137  -0.016
H  6.225  1.830  0.230
H  4.780  2.158  1.191
H  4.768  2.449  -0.552
H  5.070  -0.322  0.765
H  5.054  -0.031  -0.963
N  -1.084  1.614  -0.055
C  -2.461  1.274  -0.386
C  -2.682  0.364  -1.408
C  -3.971  -0.042  -1.700
C  -5.042  0.427  -0.944
C  -4.814  1.363  0.056
C  -3.522  1.799  0.329
S  -6.680  -0.242  -1.234
O  -7.565  0.745  -0.645
O  -6.627  -1.513  -0.531
O  -6.748  -0.359  -2.679
H  -1.064  2.054  0.861
H  -0.723  2.314  -0.699
H  -1.839  -0.026  -1.975
H  -4.168  -0.742  -2.503
H  -5.662  1.739  0.614
H  -3.341  2.521  1.120

The calculation puts the total energy at -91170.046 eV. As for the multiplicity: 1. The largest force on an atom comes out at 0.49 eV/A.

Entry 5:
The following is a DFT calculation (wB97M-V/def2-TZVPD) of a cluster of 2 separate species, C21H20F2N in total.

Positions of all 44 atoms, in Å:
C  5.721  2.395  -0.935
C  4.388  1.741  -0.829
C  3.259  2.477  -0.475
F  3.410  3.835  -0.353
C  2.008  1.915  -0.273
C  1.820  0.531  -0.553
C  0.549  -0.129  -0.574
C  -0.715  0.530  -0.696
C  -0.864  1.887  -1.101
C  -2.129  2.447  -1.147
F  -2.255  3.776  -1.468
C  -3.297  1.728  -0.907
C  -4.620  2.405  -0.907
C  -3.161  0.353  -0.645
C  -1.913  -0.241  -0.567
C  2.973  -0.234  -0.907
C  4.218  0.363  -1.037
H  6.499  1.632  -1.020
H  5.794  3.043  -1.814
H  5.941  3.011  -0.057
H  1.185  2.567  0.014
H  0.556  -1.153  -0.974
H  -0.021  2.478  -1.455
H  -5.406  1.651  -0.832
H  -4.725  3.087  -0.056
H  -4.785  2.988  -1.818
H  -4.060  -0.253  -0.508
H  -1.831  -1.322  -0.446
H  2.836  -1.286  -1.165
H  5.081  -0.242  -1.325
N  0.425  -1.465  1.176
C  -0.509  -2.430  1.572
C  -1.457  -2.087  2.552
C  -2.527  -2.958  2.781
C  -2.622  -4.163  2.069
C  -1.608  -4.546  1.176
C  -0.515  -3.696  0.956
H  1.348  -1.859  0.982
H  0.437  -0.618  1.739
H  -1.311  -1.165  3.119
H  -3.285  -2.683  3.513
H  -3.491  -4.812  2.219
H  -1.672  -5.498  0.650
H  0.329  -4.001  0.331

The calculation puts the total energy at -29019.456 eV. As for the multiplicity: 1. The net charge is +1. For the relative energy (zero: lowest compared OMol25 entry of this formula, charge and spin), the calculation gives 2.6 kcal/mol. The largest force on an atom comes out at 1.85 eV/A.

Entry 6:
The following is a DFT calculation (wB97M-V/def2-TZVPD) of the ion C21H20F5N4O with charge +1.

Positions of all 51 atoms, in Å:
C  -4.683  -2.043  1.704
N  -3.920  -0.843  1.945
C  -4.494  0.351  2.372
C  -3.482  1.238  2.549
N  -2.291  0.570  2.244
C  -1.011  1.190  2.462
C  -0.512  2.125  1.553
F  -1.273  2.426  0.472
C  0.747  2.709  1.728
F  1.235  3.574  0.805
C  1.516  2.348  2.831
F  2.751  2.869  2.991
C  1.021  1.441  3.776
F  1.790  1.069  4.821
C  -0.242  0.883  3.577
F  -0.734  0.003  4.486
C  -2.566  -0.688  1.798
C  -1.623  -1.753  1.412
C  -0.267  -1.387  1.171
C  0.686  -2.443  1.419
C  2.095  -1.946  1.696
C  2.914  -2.627  2.617
C  4.104  -2.026  3.109
C  4.551  -0.821  2.522
C  3.787  -0.208  1.503
C  2.616  -0.858  1.000
O  -2.105  -2.960  1.443
H  -3.987  -2.846  1.458
H  -5.239  -2.320  2.607
H  -5.388  -1.897  0.878
H  -5.570  0.451  2.528
H  -3.533  2.274  2.870
H  0.026  -0.344  0.911
H  0.417  -2.799  2.503
H  2.548  -3.533  3.092
H  4.668  -2.490  3.953
H  5.452  -0.313  2.945
H  4.098  0.782  1.116
H  2.096  -0.395  0.166
C  1.959  -3.732  -0.562
N  0.701  -3.622  0.342
N  -0.461  -3.816  -0.453
C  -0.576  -3.516  -1.853
H  2.739  -3.078  -0.194
H  2.346  -4.833  -0.629
H  1.778  -3.369  -1.606
H  0.654  -4.341  1.071
H  -1.264  -3.604  0.136
H  -1.537  -3.944  -2.179
H  -0.606  -2.459  -2.181
H  0.178  -4.014  -2.473

The calculation puts the total energy at -43686.034 eV. As for the multiplicity: 1. The net charge is +1. The largest force on an atom comes out at 3.09 eV/A. Its SMILES is CN[N@@H+](C)[C@H](/C=C(\[O-])c1n(C)cc[n+]1-c1c(F)c(F)c(F)c(F)c1F)c1ccccc1.

Entry 7:
The following is a DFT calculation (wB97M-V/def2-TZVPD) of a structure of composition C21H20F6N5O4RhS2.

Positions of all 59 atoms, in Å:
Rh  -0.098  0.032  -0.011
C  2.745  0.616  0.373
C  2.514  1.574  1.520
C  1.296  2.452  1.411
C  1.374  3.808  1.650
C  0.207  4.550  1.784
C  -1.011  3.899  1.714
C  -1.011  2.556  1.405
N  0.107  1.840  1.226
N  1.792  -0.543  0.352
C  2.200  -1.433  -0.790
C  1.055  -2.344  -1.116
C  1.181  -3.587  -1.699
C  0.033  -4.331  -1.939
C  -1.201  -3.815  -1.576
C  -1.260  -2.559  -1.008
N  -0.150  -1.843  -0.791
C  1.825  -1.356  1.618
C  0.564  -1.207  2.419
C  0.440  -1.595  3.739
C  -0.801  -1.507  4.352
C  -1.891  -1.039  3.629
C  -1.701  -0.648  2.321
N  -0.495  -0.736  1.745
H  3.754  0.198  0.420
H  2.631  1.117  -0.589
H  3.401  2.196  1.627
H  2.430  1.021  2.461
H  2.342  4.273  1.774
H  0.255  5.616  1.965
H  -1.946  4.421  1.853
H  -1.947  2.026  1.281
H  3.103  -1.974  -0.505
H  2.430  -0.805  -1.648
H  2.160  -3.966  -1.955
H  0.106  -5.307  -2.398
H  -2.114  -4.369  -1.740
H  -2.196  -2.098  -0.730
H  2.709  -1.103  2.203
H  1.922  -2.406  1.338
H  1.303  -1.969  4.273
H  -0.919  -1.806  5.385
H  -2.874  -0.966  4.072
H  -2.502  -0.265  1.702
F  -4.081  2.434  -0.740
C  -3.666  2.198  -1.981
F  -3.558  3.321  -2.648
F  -4.486  1.363  -2.583
S  -1.977  1.464  -1.813
O  -2.106  0.246  -0.945
O  -1.181  2.471  -1.165
N  -1.558  1.185  -3.280
S  -0.023  0.820  -3.455
O  0.593  0.448  -2.155
O  0.706  1.710  -4.275
C  -0.101  -0.780  -4.368
F  -0.915  -1.625  -3.734
F  1.124  -1.301  -4.386
F  -0.532  -0.574  -5.589

The calculation puts the total energy at -78711.568 eV. As for the multiplicity: 1. The net charge is +2. For the relative energy (zero: lowest compared OMol25 entry of this formula, charge and spin), the calculation gives 10.1 kcal/mol. The largest force on an atom comes out at 1.05 eV/A.

Entry 8:
The following is a DFT calculation (wB97M-V/def2-TZVPD) of an isolated molecule of C21H20N2O5.

Positions of all 48 atoms, in Å:
C  7.712  1.853  0.170
C  6.998  0.725  0.889
H  6.927  0.916  1.966
H  7.513  -0.233  0.749
O  5.678  0.619  0.354
C  4.917  -0.363  0.833
O  5.269  -1.151  1.676
C  3.568  -0.372  0.199
C  2.691  -1.325  0.600
C  1.345  -1.584  0.170
C  0.678  -2.691  0.705
C  -0.610  -2.999  0.315
C  -1.270  -2.213  -0.618
C  -0.620  -1.075  -1.149
C  0.670  -0.778  -0.758
H  1.166  0.090  -1.151
O  -1.361  -0.330  -2.015
C  -0.747  0.777  -2.638
H  -0.479  1.549  -1.909
H  -1.489  1.172  -3.331
H  0.145  0.481  -3.195
O  -2.509  -2.485  -1.125
C  -3.530  -2.900  -0.245
C  -4.152  -1.722  0.532
O  -4.772  -1.914  1.554
N  -3.928  -0.537  -0.074
C  -4.328  0.745  0.316
C  -5.082  0.986  1.459
C  -5.443  2.283  1.779
C  -5.061  3.343  0.974
C  -4.309  3.102  -0.164
C  -3.944  1.812  -0.494
H  -3.360  1.620  -1.383
H  -4.008  3.923  -0.798
H  -5.347  4.352  1.231
H  -6.029  2.464  2.667
H  -5.380  0.162  2.085
H  -3.379  -0.574  -0.930
H  -3.204  -3.654  0.475
H  -4.309  -3.340  -0.875
H  -1.096  -3.868  0.729
H  1.180  -3.320  1.424
H  3.079  -1.998  1.357
C  3.349  0.622  -0.772
N  3.207  1.445  -1.562
H  8.719  1.956  0.563
H  7.174  2.785  0.313
H  7.763  1.643  -0.895

The calculation puts the total energy at -35318.881 eV. As for the multiplicity: 1. For the relative energy (zero: lowest compared OMol25 entry of this formula, charge and spin), the calculation gives 63.1 kcal/mol. The largest force on an atom comes out at 1.20 eV/A. Its SMILES is CCOC(=O)/C(C#N)=C/c1ccc(OCC(=O)Nc2ccccc2)c(OC)c1.